[1]
# C2H2FSm

A structure of composition C2H2FSm in a non-equilibrium geometry (ωB97M-V/def2-TZVPD, the Open Molecules 2025 dataset).

Structure (XYZ):
```
6
Properties=species:S:1:pos:R:3:forces:R:3:nbo_charge:R:1
Sm 1.991108 1.337380 -0.232060 -1.087 0.142 0.111 0.93
F -3.594639 0.987265 -0.130810 3.490 -2.441 -0.921 -0.59
C -0.622929 1.788722 0.023510 -0.545 1.103 0.834 -0.79
C -1.492236 2.632855 0.335993 1.932 -0.797 -1.578 -0.36
H -2.124181 3.492689 0.155495 -0.065 -0.529 0.605 0.22
H -2.671928 0.508810 -0.313266 -3.726 2.522 0.948 0.58
```
Positions in Å, forces in eV/Å.

2S+1: 8
Total charge: 0
Kohn-Sham gap (spin up / spin down), eV: 5.65 / 8.62
F_max, eV/A: 4.6

---

[2]
# C23H26F5N5OS5V

A structure of composition C23H26F5N5OS5V (ωB97M-V/def2-TZVPD, the Open Molecules 2025 dataset).

Structure (XYZ):
```
66
Properties=species:S:1:pos:R:3:forces:R:3:nbo_charge:R:1
V -1.609077 -0.003553 -0.059724 -0.600 0.302 0.277 0.88
S 0.339759 -3.841426 0.235381 0.230 -0.113 -0.051 -0.44
S 1.623640 -0.464832 1.959674 0.079 0.028 -0.059 -0.16
S -3.556853 -1.485564 -0.386200 0.176 0.163 0.061 -0.44
S -2.837748 1.526915 -1.519799 0.046 -0.127 -0.169 -0.41
S -1.280809 1.805589 1.657022 0.036 -0.093 -0.138 -0.26
F -0.056240 -6.709857 1.178578 0.009 0.015 -0.013 -0.31
F 1.839132 -8.873428 -2.531228 -0.005 0.003 0.010 -0.32
F 1.648615 -4.185715 -2.468699 -0.014 -0.013 0.020 -0.30
F 2.325524 -6.449396 -3.691550 -0.009 -0.006 0.017 -0.32
F 0.635451 -8.951994 -0.074705 0.007 0.009 -0.013 -0.33
O 0.208690 0.565294 -0.764756 -0.067 0.012 -0.076 -0.69
N 1.076215 -1.418990 4.372922 -0.003 0.028 0.026 -0.83
N 0.816592 2.664785 0.068506 0.047 -0.040 -0.106 -0.70
N 0.158513 4.013876 1.742466 0.014 0.037 0.056 -0.43
N -1.343725 -1.546710 1.703349 0.214 -0.111 -0.270 -0.67
N -0.618306 -1.622268 2.900537 -0.091 0.054 0.114 -0.45
C 1.254417 4.892916 1.356597 -0.016 -0.005 0.002 -0.20
C 0.879823 -7.759658 -0.660477 0.010 0.013 -0.021 0.29
C 2.074527 1.612180 -1.677184 -0.071 0.043 0.130 -0.03
C 3.442512 0.445817 -3.279145 0.029 0.007 -0.024 -0.22
C 1.368643 -5.333286 -1.833415 0.027 0.023 -0.021 0.29
C 2.869248 2.740475 -1.835635 0.026 0.092 0.014 -0.19
C -0.079285 3.819459 4.213689 -0.003 -0.001 0.013 -0.62
C 3.940700 2.726429 -2.716624 0.008 0.046 0.009 -0.24
C 0.527640 -6.583871 -0.027007 -0.026 -0.030 0.019 0.27
C -4.575902 -0.603586 -1.530837 0.039 -0.008 -0.016 -0.21
C 0.907113 1.587001 -0.717601 0.172 -0.023 0.029 0.65
C 1.488369 -7.729606 -1.901142 -0.005 0.016 0.002 0.20
C 2.367680 0.463930 -2.404364 -0.049 -0.093 0.005 -0.17
C -5.824983 -1.347226 -1.960066 -0.031 0.003 -0.019 -0.64
C 0.651628 -1.173430 3.066872 -0.101 -0.040 0.029 0.25
C 1.729536 -6.497524 -2.481910 0.001 -0.034 0.003 0.26
C 4.230723 1.578164 -3.439934 0.002 -0.036 -0.017 -0.22
C 0.751468 -5.307372 -0.569873 -0.104 0.013 0.090 -0.24
C -5.139016 1.338883 -2.995877 -0.022 -0.012 -0.001 -0.63
C -0.040598 2.828123 1.080798 -0.007 -0.016 0.039 0.36
C -4.261964 0.615134 -2.003501 -0.033 0.037 0.064 -0.17
C -0.625418 4.383391 2.905225 -0.001 0.017 -0.003 -0.21
C 2.622200 4.429004 1.847265 0.002 0.004 -0.004 -0.62
H 2.631073 3.623490 -1.257313 0.006 -0.013 -0.007 0.22
H 3.401250 5.111262 1.496227 0.007 0.005 0.000 0.19
H 1.745577 -0.410330 -2.260651 0.014 0.007 -0.007 0.25
H 0.904842 4.230834 4.445768 0.005 0.002 -0.001 0.19
H 5.070504 1.564954 -4.125143 0.002 -0.006 -0.004 0.19
H -0.652526 5.475965 2.948754 0.000 -0.003 0.002 0.17
H -5.417290 2.321955 -2.604602 0.001 0.000 0.002 0.20
H 1.024790 5.881250 1.763820 0.010 -0.004 -0.002 0.17
H -5.829012 -2.343341 -1.520536 0.000 -0.003 0.002 0.22
H -0.885205 -2.378580 3.514197 0.040 -0.029 -0.035 0.37
H 2.664059 4.394400 2.937019 -0.002 -0.002 0.003 0.19
H 1.961072 -0.969207 4.546964 0.000 -0.012 -0.004 0.39
H 0.003774 2.735399 4.136027 -0.001 -0.002 -0.004 0.24
H 0.381810 -1.209348 5.077287 0.004 -0.018 0.003 0.37
H -5.883466 -1.465154 -3.047075 -0.003 0.002 0.005 0.19
H -6.739432 -0.836989 -1.634962 -0.001 -0.005 -0.006 0.19
H 3.666390 -0.456797 -3.833926 -0.002 -0.007 0.001 0.21
H -2.321727 -1.399809 1.938254 -0.008 -0.047 -0.004 0.39
H -1.644026 4.030282 2.753539 -0.003 -0.001 0.001 0.24
H 4.553315 3.612690 -2.837767 -0.005 0.002 0.004 0.19
H -6.053765 0.792799 -3.234354 0.009 0.003 0.005 0.19
H 1.267531 4.973621 0.270830 0.001 0.001 -0.005 0.22
H -1.264525 -2.435058 1.195795 0.016 -0.028 0.033 0.41
H 2.830817 3.432898 1.459991 0.000 -0.006 -0.003 0.24
H -0.753182 4.057676 5.040493 -0.005 0.004 0.010 0.19
H -4.591070 1.517095 -3.926253 0.000 -0.002 -0.002 0.20
```
Positions in Å, forces in eV/Å.

2S+1: 4
Total charge: -2
Kohn-Sham gap (spin up / spin down), eV: 5.07 / 5.33
F_max, eV/A: 0.7

---

[3]
# C22H27N3O

An isolated molecule of C22H27N3O (ωB97M-V/def2-TZVPD, the Open Molecules 2025 dataset).

Structure (XYZ):
```
53
Properties=species:S:1:pos:R:3:forces:R:3:nbo_charge:R:1
O 5.748703 -2.302901 -1.740306 0.179 -0.006 -0.227 -0.60
N -2.633653 0.003831 0.413186 0.326 0.023 -0.055 -0.47
N 4.260467 -1.972815 -0.031517 -0.224 -0.238 0.254 -0.60
N 0.058639 0.388353 1.163756 -0.125 0.016 -0.003 -0.45
C -3.996051 -0.111700 0.137941 -0.359 -0.108 -0.133 0.26
C 1.495561 0.317286 1.295633 0.180 -0.178 -0.155 -0.20
C 4.624398 1.543744 0.859356 -0.032 0.044 0.031 -0.21
C 3.689090 -0.904445 0.760950 -0.409 -0.020 0.082 -0.05
C 5.428020 -0.146920 -0.651108 -0.132 0.453 0.260 -0.08
C -2.147358 -0.419783 1.709292 0.186 -0.269 0.151 -0.21
C -4.636476 -1.337606 0.329527 0.069 0.036 0.098 -0.27
C -8.159961 -0.646983 -0.873199 0.070 0.053 -0.001 -0.63
C 5.209499 -1.586661 -0.927642 0.099 -0.237 -0.042 0.64
C 4.564429 0.254704 0.368497 0.345 -0.173 -0.298 -0.02
C -6.852578 1.938693 -1.291678 0.030 -0.056 0.026 -0.63
C -0.415031 0.797797 -0.142146 -0.201 0.197 0.034 -0.22
C -5.968600 -1.491562 0.007793 0.009 0.094 0.031 -0.19
C 6.333132 0.729801 -1.220871 -0.093 -0.154 0.006 -0.19
C -6.087421 0.779976 -0.726095 -0.062 -0.152 0.023 0.01
C -6.715882 -0.449930 -0.524313 0.025 0.019 -0.004 -0.04
C -1.900488 1.156395 -0.056750 0.216 -0.033 -0.224 -0.22
C -4.750846 0.934717 -0.391657 0.195 -0.006 0.101 -0.30
C 5.532434 2.425895 0.289004 -0.075 0.051 0.084 -0.19
C -0.668327 -0.784815 1.602767 -0.217 0.097 0.164 -0.23
C 6.370116 2.029862 -0.743620 0.086 -0.001 -0.084 -0.21
C 2.205647 -0.714706 0.403807 -0.001 0.238 0.313 -0.42
H -2.251831 1.424460 -1.054059 -0.011 0.028 0.052 0.21
H -4.298927 1.904202 -0.538161 0.065 0.092 -0.012 0.21
H 5.589546 3.438395 0.660945 0.011 0.081 0.027 0.22
H -0.292236 -1.089527 2.581979 0.006 -0.025 0.006 0.20
H -8.331880 -0.450219 -1.931369 -0.114 -0.001 -0.070 0.21
H -2.020051 2.020287 0.617363 -0.016 0.013 -0.077 0.18
H 1.712791 0.092106 2.344825 0.064 0.072 0.017 0.19
H 3.875580 -2.902809 -0.030442 0.077 0.025 -0.120 0.41
H 3.777413 -1.131286 1.832831 0.017 0.078 -0.093 0.20
H -6.439033 -2.452388 0.164949 -0.048 -0.090 0.002 0.20
H 3.995710 1.863675 1.676176 -0.063 0.053 0.079 0.22
H 6.989611 0.393946 -2.008309 0.078 -0.040 -0.090 0.23
H -7.704443 2.182080 -0.657301 -0.093 0.073 -0.011 0.22
H -8.792065 0.034420 -0.303688 -0.129 0.018 -0.004 0.21
H -2.251341 0.397282 2.442740 -0.017 -0.085 0.011 0.18
H -2.719498 -1.276200 2.062366 0.022 0.046 -0.015 0.21
H -0.566440 -1.630331 0.900797 -0.010 -0.001 0.071 0.17
H 1.884210 1.313644 1.071745 0.055 -0.020 0.091 0.20
H -6.219769 2.818953 -1.373405 -0.001 0.067 -0.021 0.21
H -8.470498 -1.666260 -0.657314 -0.064 -0.043 -0.004 0.21
H 7.064636 2.739416 -1.168015 0.057 0.053 -0.029 0.22
H 1.710255 -1.682024 0.515887 -0.013 -0.041 -0.056 0.20
H -4.084671 -2.181685 0.714690 0.082 -0.074 0.001 0.21
H 2.135378 -0.413967 -0.643300 0.019 -0.091 -0.057 0.21
H -0.293990 -0.000007 -0.894616 0.004 0.071 -0.015 0.17
H 0.152621 1.673539 -0.464453 0.010 -0.001 -0.035 0.20
H -7.237493 1.695954 -2.281839 -0.075 0.053 -0.076 0.22
```
Positions in Å, forces in eV/Å.

Total charge: 0
Kohn-Sham gap, eV: 8.30
F_max, eV/A: 0.5